Record 1
9
Properties=species:S:1:pos:R:3 method="wB97M-V/def2-TZVPD" fmax_ev_per_a=3.2 relative_energy_ev=2.391 total_charge=0 gap_ev="9.2 / 6.8" homo_ev="-11.22 / -10.19"
C 0.52973 0.61003 1.14017
C 0.56208 -0.57581 0.40616
C -0.43350 -1.05865 -0.64095
N 0.17195 1.55354 1.67436
F 1.57566 -1.32459 0.46159
F -0.25041 -2.36839 -0.66071
F -0.21582 -0.49279 -1.83194
F -1.77324 -0.77672 -0.48206
Br -0.16646 4.43338 -0.06662


Record 2
8
Properties=species:S:1:pos:R:3 method="wB97M-V/def2-TZVPD" fmax_ev_per_a=7.3 total_charge=+3 gap_ev=7.8 homo_ev=-21.82
C -0.81306 -0.71754 -0.45982
C -1.91628 -1.00533 0.24509
O -2.93588 -1.30397 0.65402
O 0.49924 0.96899 -0.28829
C 0.43391 -0.19658 -0.72270
O 0.74732 -1.35170 -0.25488
Ca 1.74096 2.56378 0.38468
Li 2.02732 -2.62148 0.64462


Record 3
9
Properties=species:S:1:pos:R:3 method="wB97M-V/def2-TZVPD" fmax_ev_per_a=2.2 total_charge=+1 gap_ev=6.3 homo_ev=-10.16
O 2.73752 -0.37480 0.07512
C 1.83518 0.48247 -0.10963
O 1.98434 1.72978 -0.04442
Li 0.23295 2.36866 -0.18895
Li 1.77531 -1.98579 0.01696
C 0.45665 -0.03490 -0.30788
C -0.71694 -0.41494 -0.17429
O -1.84535 -0.68306 0.21366
Cs -6.45966 -1.08741 0.51944


Record 4
8
Properties=species:S:1:pos:R:3 method="wB97M-V/def2-TZVPD" fmax_ev_per_a=2.1 relative_energy_ev=1.114 total_charge=+1 gap_ev=6.3 homo_ev=-12.46
C 0.74018 0.95175 -0.08909
F 1.90835 1.72872 -0.03170
Cu -0.07417 -2.55234 -0.14592
F 2.20473 -0.83969 0.12174
O -2.47354 0.10918 0.10596
C 0.85922 -0.38903 -0.03526
C -2.09068 -0.95881 0.16797
Mg -1.07409 1.95022 -0.09369


Record 5
9
Properties=species:S:1:pos:R:3 method="wB97M-V/def2-TZVPD" fmax_ev_per_a=5.0 relative_energy_ev=0.000 total_charge=0 gap_ev=9.4 homo_ev=-12.28
C -0.60402 1.72206 0.17613
C 2.00902 -0.07753 0.28427
C -0.68755 -0.88288 0.00384
N -0.71212 2.55251 -0.61936
N 3.00276 -0.14256 -0.27071
F -0.29858 -0.71395 -1.24228
F -0.53538 -2.14548 0.41290
F -2.02907 -0.68514 -0.03176
P -0.14507 0.37298 1.28696


Record 6
9
Properties=species:S:1:pos:R:3 method="wB97M-V/def2-TZVPD" fmax_ev_per_a=7.3 relative_energy_ev=3.518 total_charge=0 gap_ev=10.6 homo_ev=-11.28
C 1.13986 0.15105 1.21738
C 0.59553 -0.31118 0.01029
C -1.37268 0.09528 0.04471
N 1.67238 0.59362 2.15659
N 1.17721 -0.94161 -0.84720
F -1.68651 0.47538 -1.16534
F -2.03925 -0.93097 0.45490
F -1.62559 1.07905 0.94440
F 0.60080 -1.29128 -1.99139


Record 7
10
Properties=species:S:1:pos:R:3 method="wB97M-V/def2-TZVPD" fmax_ev_per_a=5.7 relative_energy_ev=0.000 total_charge=0 gap_ev=10.2 homo_ev=-9.63
F 0.93164 1.09199 0.97240
C 1.42044 0.14287 0.22608
F 2.66739 -0.04626 0.65908
C 1.00385 -0.57073 -0.85979
F 1.72048 -1.29313 -1.65952
S -0.81883 -0.33758 -1.32712
C -1.55836 0.11489 0.20811
F -2.89561 -0.14780 0.23682
F -0.97276 -0.40437 1.28824
F -1.49823 1.45012 0.25569


Record 8
21
Properties=species:S:1:pos:R:3 method="wB97M-V/def2-TZVPD" fmax_ev_per_a=4.3 relative_energy_ev=0.581 total_charge=0 gap_ev=7.6 homo_ev=-7.62
C -1.23384 2.25007 0.20014
C 1.42965 0.15238 3.11474
C 1.04392 -0.94994 -2.83324
N -0.59530 0.34812 1.30972
N -0.32087 0.38913 -0.99898
N -0.67420 0.84153 0.09054
P 2.08953 -1.06909 0.10343
P 0.65556 -0.71281 1.64413
P 0.30748 -1.22530 -1.15390
Cl -0.43346 -2.23849 2.29119
Cl -2.33693 -3.08725 -0.97270
H -1.36380 2.69374 -0.70787
H -2.27755 2.23578 0.58849
H -0.62250 2.63091 0.98795
H 2.41636 0.58970 3.06689
H 0.67060 0.94484 3.39465
H 1.56715 -0.60653 3.86771
H 1.28106 -1.95174 -3.39958
H 0.29917 -0.47807 -3.38219
H 2.05757 -0.41287 -2.59023
H -1.29322 -2.49941 -0.46026


Record 9
21
Properties=species:S:1:pos:R:3 method="wB97M-V/def2-TZVPD" s2=8.764 fmax_ev_per_a=7.8 total_charge=+1 gap_ev="4.9 / 6.3" spin_multiplicity=6 homo_ev="-8.75 / -13.26"
C -1.44879 1.07443 -1.89674
Ir 0.77012 -0.11198 -0.41178
N 2.55041 0.13198 0.87267
N 1.85150 -0.43427 -2.01416
H 2.59817 -0.66145 1.52319
H -0.58035 1.50236 -1.36475
H -2.32587 1.59888 -1.51562
H -1.57381 0.00164 -1.70148
H -1.35202 1.24394 -2.97868
H 2.30346 -1.35493 -1.95153
H 2.60100 0.23613 -2.23347
H 1.28888 -0.49177 -2.87257
H 3.45456 0.17177 0.38830
H 2.49266 0.97193 1.46237
Cl -2.69229 -0.04888 3.90770
C -2.27115 -0.78817 2.37387
Cl -1.87638 -2.51105 2.61338
Cl -3.64381 -0.65850 1.23329
C -1.01190 -0.06943 1.73771
O -0.36964 0.84260 2.24388
O -0.76476 -0.64524 0.58442


Record 10
17
Properties=species:S:1:pos:R:3 method="wB97M-V/def2-TZVPD" fmax_ev_per_a=3.8 relative_energy_ev=0.000 total_charge=0 gap_ev=8.1 homo_ev=-8.23
C 0.57148 -1.23246 1.15495
C -0.13606 -0.80025 -0.13149
C 0.84564 -0.66695 -1.37637
N -0.80554 0.53345 -0.09146
Si 0.11759 1.97833 0.57804
S -2.25702 0.63072 -0.87969
I -3.99600 -0.46189 0.33968
H 1.51694 -0.69328 1.04447
H 0.02113 -0.76927 1.92630
H 0.77871 -2.28023 1.13361
H -0.97083 -1.42682 -0.59874
H 1.73621 -1.14716 -1.33533
H 1.16039 0.34809 -1.43350
H 0.38037 -0.89572 -2.33777
H -0.35916 2.15582 1.87639
H 1.65327 1.74056 0.50786
H -0.25711 2.98706 -0.37694


Record 11
19
Properties=species:S:1:pos:R:3 method="wB97M-V/def2-TZVPD" fmax_ev_per_a=2.5 relative_energy_ev=1.235 total_charge=+3 gap_ev=3.0 homo_ev=-21.48
In 0.22866 -0.55715 -0.20084
C 2.49676 1.65001 -1.95181
C 2.43117 0.67973 -3.14771
O 1.73721 -0.49385 -2.72941
O 1.20767 1.85964 -1.41908
H 2.95905 2.59464 -2.28558
H 3.13385 1.30482 -1.13761
H 3.46894 0.40022 -3.42153
H 1.83892 0.93189 -4.03599
H 1.51463 -1.07768 -3.48134
H 0.73088 2.37457 -2.10606
C -2.43674 -1.25970 2.83638
O -1.62463 -0.91263 1.92204
N -3.77478 -1.00065 2.70339
N -2.01081 -1.82968 3.99630
H -4.27355 -1.04945 3.58316
H -4.01137 -0.34983 1.96013
H -1.01409 -1.70503 4.14417
H -2.60177 -1.55988 4.77142


Record 12
14
Properties=species:S:1:pos:R:3 method="wB97M-V/def2-TZVPD" s2=0.754 fmax_ev_per_a=0.7 relative_energy_ev=2.271 total_charge=0 gap_ev="4.5 / 9.1" spin_multiplicity=2 homo_ev="-3.87 / -8.58"
C 0.21739 3.10409 0.81198
H 0.09391 2.20132 1.40869
H -0.24928 3.95731 1.29157
H -0.19601 2.90092 -0.17283
H 1.29201 3.25121 0.70803
C -0.68510 -1.46939 -0.29889
C 0.17804 -0.40723 -0.20380
N -0.11254 -2.77226 -0.63103
H -1.75174 -1.47795 -0.15110
H -0.20348 0.59880 -0.27450
H 1.23940 -0.56494 -0.37344
H 0.56484 -2.73119 -1.44348
H 0.44257 -3.11757 0.15145
H -0.83003 -3.47313 -0.82265


Copy entry 12 word for word.
14
Properties=species:S:1:pos:R:3 method="wB97M-V/def2-TZVPD" s2=0.754 fmax_ev_per_a=0.7 relative_energy_ev=2.271 total_charge=0 gap_ev="4.5 / 9.1" spin_multiplicity=2 homo_ev="-3.87 / -8.58"
C 0.21739 3.10409 0.81198
H 0.09391 2.20132 1.40869
H -0.24928 3.95731 1.29157
H -0.19601 2.90092 -0.17283
H 1.29201 3.25121 0.70803
C -0.68510 -1.46939 -0.29889
C 0.17804 -0.40723 -0.20380
N -0.11254 -2.77226 -0.63103
H -1.75174 -1.47795 -0.15110
H -0.20348 0.59880 -0.27450
H 1.23940 -0.56494 -0.37344
H 0.56484 -2.73119 -1.44348
H 0.44257 -3.11757 0.15145
H -0.83003 -3.47313 -0.82265


Copy entry 7 word for word.
10
Properties=species:S:1:pos:R:3 method="wB97M-V/def2-TZVPD" fmax_ev_per_a=5.7 relative_energy_ev=0.000 total_charge=0 gap_ev=10.2 homo_ev=-9.63
F 0.93164 1.09199 0.97240
C 1.42044 0.14287 0.22608
F 2.66739 -0.04626 0.65908
C 1.00385 -0.57073 -0.85979
F 1.72048 -1.29313 -1.65952
S -0.81883 -0.33758 -1.32712
C -1.55836 0.11489 0.20811
F -2.89561 -0.14780 0.23682
F -0.97276 -0.40437 1.28824
F -1.49823 1.45012 0.25569